Density functional theory data (ωB97M-V with the def2-TZVPD basis set) for a cluster of 7 separate species, C33H81N7O3 in total.

XYZ file:
```
124
Properties=species:S:1:pos:R:3:mulliken_charge:R:1
O 2.564 -6.634 3.103 -0.621
O 4.284 -0.472 13.140 -0.667
O 9.835 -5.843 -8.588 -0.622
N 1.552 1.847 -0.122 0.014
N 11.125 -6.002 -6.779 -0.201
N -0.648 -3.495 -11.006 0.207
N -4.196 -2.677 9.115 0.226
N 1.418 -4.964 2.162 -0.234
N 6.100 0.848 13.056 -0.213
N -6.433 9.662 -2.402 0.023
C -3.572 -1.321 9.049 -0.800
C -5.180 9.666 -1.538 -0.580
C -1.265 -5.603 -9.668 -1.243
C 3.691 -5.478 1.328 -0.871
C -5.644 9.489 -0.087 -1.183
C -1.038 -4.960 -11.106 -0.404
C -5.942 -2.365 7.260 -1.341
C 0.161 -2.874 -12.054 -0.532
C -6.067 9.099 -3.713 -0.506
C -0.612 2.312 0.940 -1.420
C -5.594 -2.625 8.790 -0.553
C 2.965 2.117 -0.004 -0.411
C 3.682 1.798 1.310 -1.367
C -5.960 7.639 -3.503 -1.303
C -4.059 -0.243 10.078 -1.033
C 1.602 -3.553 -11.889 -1.135
C 10.302 -5.352 -7.569 0.601
C 4.557 1.032 11.191 -1.050
C 0.142 -5.107 2.911 -0.820
C 2.559 -5.715 2.305 0.670
C -3.922 -3.545 10.218 -0.668
C -3.746 -5.042 9.709 -1.175
C 1.066 2.033 -1.494 -0.351
C -1.723 -1.174 -10.347 -1.385
C 1.646 0.963 -2.364 -1.346
C 6.762 0.326 14.243 -0.821
C -6.984 11.050 -2.542 -0.502
C 4.933 0.464 12.583 0.754
C -1.799 -2.777 -10.439 -0.390
C 0.839 2.633 0.849 -0.366
C 11.290 -7.456 -6.838 -0.786
C -8.420 11.101 -3.091 -1.172
C 10.026 -3.876 -7.196 -0.969
H -3.386 0.606 9.960 0.394
H 0.167 -6.003 3.531 0.314
H 4.639 0.326 10.364 0.284
H 3.639 0.735 1.549 0.313
H 1.129 0.910 -3.322 0.417
H -0.891 2.457 1.984 0.442
H 0.266 -1.802 -11.891 0.375
H 3.064 3.172 -0.260 0.418
H 8.966 -3.789 -6.960 0.257
H 11.831 -7.920 -6.013 0.327
H 4.582 -5.359 1.944 0.261
H -4.685 -3.340 10.970 0.368
H -5.063 0.166 9.967 0.299
H -0.212 -2.922 -13.077 0.249
H -6.141 -3.550 8.970 0.464
H -7.091 11.485 -1.548 0.308
H 6.725 1.394 12.481 0.236
H -0.068 -4.259 3.562 0.280
H -2.671 -3.043 -11.037 0.388
H -4.854 9.778 0.605 0.399
H -4.593 10.570 -1.699 0.363
H -0.842 1.271 0.713 0.332
H -6.802 9.273 -4.499 0.434
H 10.508 -3.411 -6.336 0.336
H -6.873 7.307 -3.008 0.311
H 11.808 -7.633 -7.780 0.255
H 1.416 0.006 -1.897 0.332
H 3.818 -6.245 0.564 0.251
H -5.093 7.285 -2.946 0.308
H 1.273 3.028 -1.887 0.327
H 1.094 3.686 0.729 0.414
H 11.473 -5.547 -5.948 0.268
H -3.548 -5.696 10.558 0.395
H -2.490 -1.416 9.141 0.409
H 5.114 1.907 10.855 0.282
H -5.305 -2.987 6.631 0.332
H -4.591 -5.478 9.178 0.303
H 3.424 -4.593 0.751 0.267
H -1.550 -6.650 -9.768 0.415
H 7.813 0.152 14.010 0.299
H 1.590 -4.577 -12.262 0.305
H 6.230 -0.573 14.557 0.311
H -2.955 -3.304 10.659 0.398
H 0.007 1.880 -1.704 0.352
H 10.318 -7.938 -6.940 0.262
H 2.719 0.976 -2.556 0.321
H -5.169 9.622 -4.042 0.344
H -4.435 8.941 -1.868 0.424
H 6.605 1.065 15.029 0.262
H -0.586 -5.069 2.100 0.272
H -3.467 -0.958 8.026 0.417
H 2.127 -3.469 -10.937 0.273
H -5.721 -1.320 7.045 0.271
H -2.837 -5.126 9.113 0.293
H 3.496 1.171 10.983 0.322
H -5.915 7.077 -4.435 0.426
H 4.749 2.019 1.279 0.412
H -3.967 -0.496 11.134 0.284
H -6.408 10.199 0.230 0.263
H -8.635 10.366 -3.868 0.305
H 3.532 1.672 -0.823 0.264
H -2.021 -3.129 -9.432 0.217
H -0.402 -5.658 -9.005 0.301
H -2.513 -0.689 -9.774 0.375
H 1.487 -4.060 1.715 0.230
H 2.192 -2.934 -12.566 0.411
H -0.205 -5.498 -11.558 0.258
H -6.961 -2.661 7.012 0.405
H 3.283 2.302 2.191 0.325
H 1.140 2.298 1.842 0.280
H -1.181 3.047 0.371 0.297
H -1.972 -5.165 -11.629 0.292
H -2.092 -5.151 -9.120 0.327
H -9.129 10.870 -2.296 0.322
H -6.286 11.543 -3.219 0.391
H -6.111 -1.835 9.335 0.311
H -1.799 -0.707 -11.329 0.329
H 10.371 -3.176 -7.957 0.274
H -8.555 12.055 -3.600 0.339
H -0.740 -0.917 -9.952 0.370
H -6.077 8.509 0.114 0.285
```

Its charge is 0. As for the HOMO energy: -7.9845 eV. For the HOMO-LUMO gap, the calculation gives 8.488 eV. The lowest unoccupied orbital energy is 0.503 eV. The energy above the lowest of the compared OMol25 structures with the same formula, charge and spin is 104.1 kcal/mol. Its spin multiplicity is 1. The SMILES is CCN(CC)CC.CCN(CC)CC.CCN(CC)CC.CCN(CC)CC.CNC(C)=O.CNC(C)=O.CNC(C)=O.

Density functional theory data (ωB97M-V with the def2-TZVPD basis set) for a structure of composition C4H4O2Zn.

XYZ file:
```
11
Properties=species:S:1:pos:R:3:mulliken_charge:R:1
Zn 1.187 -2.808 -0.762 1.243
O 0.757 -1.164 -0.177 -0.371
O 2.268 2.322 -0.411 0.153
C 1.544 1.616 0.062 0.516
C -0.099 -0.233 -0.240 0.906
C 0.664 0.687 0.661 -0.430
C -1.547 -0.345 -0.152 -0.619
H -1.907 -0.073 0.852 0.347
H -1.928 -1.289 -0.546 0.407
H -1.451 0.497 -1.028 0.354
H 0.511 0.789 1.742 0.493
```

Its charge is +3. As for the HOMO energy (alpha / beta): -25.0122 / -26.3089 eV. For the HOMO-LUMO gap (alpha / beta), the calculation gives 7.587 / 8.649 eV. The lowest unoccupied orbital energy (alpha / beta) is -17.425 / -17.660 eV. The energy above the lowest of the compared OMol25 structures with the same formula, charge and spin is 0.0 kcal/mol. Its spin multiplicity is 2.

Density functional theory data (ωB97M-V with the def2-TZVPD basis set) for a structure of composition C4H8Br2O.

XYZ file:
```
15
Properties=species:S:1:pos:R:3:mulliken_charge:R:1
Br 2.263 -1.162 -0.590 -0.077
Br 1.545 1.921 -0.184 -0.051
O -1.174 0.603 -0.663 -0.328
C 1.541 -0.039 1.914 -1.321
C 1.217 0.130 0.413 0.176
C -0.604 -0.434 0.029 -0.417
C -0.806 0.751 -1.998 -0.546
H 0.148 0.098 -2.081 0.257
H -0.527 1.817 -2.270 0.212
H 1.303 -1.142 2.322 0.291
H 1.005 0.802 2.621 0.309
H 2.545 0.059 1.978 0.539
H -1.587 0.349 -2.717 0.255
H -1.188 -0.399 1.055 0.287
H -0.388 -1.388 -0.501 0.414
```

Its charge is 0. As for the HOMO energy: -9.1047 eV. For the HOMO-LUMO gap, the calculation gives 9.677 eV. The lowest unoccupied orbital energy is 0.572 eV. The energy above the lowest of the compared OMol25 structures with the same formula, charge and spin is 42.1 kcal/mol. Its spin multiplicity is 1.

Number 1: M 624.06 u, strongest force on any atom 4.2 eV Å⁻¹. Number 2: M 149.46 u, strongest force on any atom 6.7 eV Å⁻¹. Number 3: M 231.92 u, strongest force on any atom 4.6 eV Å⁻¹.